Entry w
The following is a DFT calculation (ωB97M-V/def2-TZVPD) of a molecular structure, C49H46AsN4O2SSiSr.

The geometry in XYZ format:
```
105
C49H46AsN4O2SSiSr, DFT ωB97M-V/def2-TZVPD
Sr 1.68 0.65 0.63
O 2.97 -2.81 3.59
C 2.87 -1.92 2.74
N 1.62 -1.09 2.69
C 1.63 -0.04 3.74
O 2.33 -0.16 4.75
C 0.78 1.10 3.52
C 0.74 2.09 4.55
C -0.10 3.16 4.44
C -0.94 3.26 3.30
C -0.84 2.29 2.34
N -0.03 1.22 2.40
C 3.82 -1.74 1.68
C 5.06 -2.44 1.77
C 5.98 -2.34 0.78
C 5.70 -1.52 -0.35
C 4.49 -0.88 -0.39
N 3.55 -0.96 0.57
H 1.40 1.96 5.39
H -0.13 3.91 5.22
H -1.63 4.09 3.18
H -1.45 2.37 1.45
H 5.23 -3.04 2.66
H 6.93 -2.86 0.86
H 6.41 -1.39 -1.16
H 4.25 -0.23 -1.23
C 0.51 -2.04 3.00
Si -1.28 -1.80 2.52
C -1.46 -1.98 0.65
N -0.95 -0.97 -0.29
C -0.76 -1.54 -1.63
C -2.06 -1.95 -2.33
C -2.99 -0.74 -2.43
C -3.20 -0.11 -1.06
C -1.87 0.18 -0.37
C -2.34 -0.51 3.36
C -3.54 -0.08 2.78
C -4.39 0.79 3.45
C -4.05 1.25 4.71
C -2.87 0.83 5.31
C -2.03 -0.05 4.64
C -2.05 -3.45 3.07
C -1.51 -4.68 2.66
C -2.07 -5.89 3.04
C -3.21 -5.90 3.84
C -3.76 -4.70 4.26
C -3.19 -3.50 3.88
H 0.74 -2.96 2.45
H 0.58 -2.35 4.05
H -2.50 -2.27 0.43
H -0.89 -2.90 0.47
H -0.08 -2.39 -1.54
H -0.27 -0.78 -2.24
H -2.54 -2.77 -1.79
H -1.81 -2.33 -3.33
H -3.95 -1.03 -2.88
H -2.54 -0.01 -3.10
H -3.82 -0.77 -0.44
H -3.75 0.83 -1.15
H -2.03 0.54 0.65
H -1.35 0.97 -0.93
H -3.83 -0.44 1.80
H -5.31 1.11 2.98
H -4.71 1.94 5.24
H -2.59 1.19 6.29
H -1.10 -0.36 5.11
H -0.62 -4.70 2.04
H -1.63 -6.82 2.71
H -3.65 -6.85 4.14
H -4.64 -4.71 4.89
H -3.64 -2.57 4.22
S 3.41 2.62 -0.73
C 2.71 3.82 -1.79
C 3.22 5.13 -1.83
C 2.73 6.06 -2.73
C 1.71 5.72 -3.61
C 1.18 4.44 -3.58
C 1.67 3.50 -2.67
As 1.00 1.70 -2.49
C 2.27 0.72 -3.60
C 3.01 1.34 -4.60
C 3.92 0.61 -5.35
C 4.09 -0.74 -5.12
C 3.36 -1.37 -4.12
C 2.45 -0.64 -3.36
C -0.52 1.78 -3.73
C -0.62 0.98 -4.87
C -1.77 1.01 -5.65
C -2.83 1.84 -5.30
C -2.74 2.64 -4.17
C -1.59 2.60 -3.39
H 4.02 5.39 -1.15
H 3.14 7.06 -2.74
H 1.33 6.45 -4.32
H 0.39 4.17 -4.26
H 2.89 2.40 -4.77
H 4.50 1.11 -6.12
H 4.81 -1.31 -5.70
H 3.51 -2.43 -3.91
H 1.90 -1.14 -2.57
H 0.20 0.34 -5.15
H -1.84 0.39 -6.53
H -3.72 1.86 -5.91
H -3.56 3.29 -3.89
H -1.53 3.22 -2.50
```

Orbital gap (alpha / beta)   5.0732 / 4.6671 eV
Charge   -1
HOMO energy (alpha / beta)   -2.858 / -2.453 eV

Here are the Löwdin charges for atoms 1 to 5, given in e: 1.194, 0.017, -0.430, -0.112, -0.452

***

Entry x
The following is a DFT calculation (ωB97M-V/def2-TZVPD) of a molecular structure, C49H46AsN4O2SSiSr.

The geometry in XYZ format:
```
105
C49H46AsN4O2SSiSr, DFT ωB97M-V/def2-TZVPD
Sr -0.64 -0.61 1.62
O 0.48 0.04 5.76
C -0.14 -0.22 4.74
N 0.18 -1.08 3.74
C 1.09 -2.07 3.95
O 1.52 -2.50 5.00
C 1.60 -2.76 2.66
C 2.64 -3.67 2.80
C 3.12 -4.31 1.67
C 2.55 -4.03 0.44
C 1.52 -3.11 0.40
N 1.06 -2.48 1.47
C -1.43 0.58 4.49
C -2.00 1.27 5.56
C -3.16 1.99 5.34
C -3.71 2.02 4.07
C -3.07 1.32 3.06
N -1.96 0.62 3.27
H 3.03 -3.86 3.79
H 3.93 -5.03 1.75
H 2.89 -4.51 -0.47
H 1.05 -2.84 -0.55
H -1.52 1.22 6.52
H -3.64 2.52 6.15
H -4.61 2.57 3.85
H -3.44 1.32 2.04
C -0.48 1.80 0.48
Si 1.06 2.43 -0.20
C 2.46 2.29 1.08
N 2.65 0.92 1.55
C 3.12 0.87 2.93
C 4.54 1.44 3.12
C 5.47 0.93 2.01
C 4.85 -0.26 1.29
C 3.53 0.15 0.65
C 1.63 1.53 -1.78
C 2.72 1.99 -2.52
C 3.16 1.33 -3.66
C 2.50 0.18 -4.09
C 1.41 -0.30 -3.37
C 0.99 0.37 -2.23
C 1.06 4.25 -0.77
C 1.57 5.30 0.00
C 1.46 6.62 -0.41
C 0.83 6.94 -1.60
C 0.31 5.91 -2.38
C 0.43 4.60 -1.97
H -1.32 2.03 -0.19
H -0.66 2.35 1.41
H 2.17 2.91 1.93
H 3.41 2.72 0.70
H 3.10 -0.16 3.28
H 2.41 1.41 3.56
H 4.90 1.15 4.10
H 4.50 2.53 3.11
H 6.45 0.67 2.41
H 5.64 1.73 1.27
H 4.70 -1.08 2.00
H 5.52 -0.64 0.51
H 3.00 -0.73 0.27
H 3.75 0.77 -0.23
H 3.23 2.90 -2.21
H 4.01 1.71 -4.21
H 2.83 -0.33 -4.98
H 0.88 -1.18 -3.71
H 0.14 -0.01 -1.67
H 2.08 5.08 0.93
H 1.87 7.41 0.21
H 0.73 7.97 -1.91
H -0.19 6.15 -3.32
H 0.03 3.81 -2.60
S -3.18 -2.20 1.78
C -3.61 -3.40 0.58
C -4.41 -4.50 0.93
C -4.82 -5.42 0.00
C -4.44 -5.29 -1.34
C -3.64 -4.23 -1.71
C -3.22 -3.29 -0.77
As -2.01 -1.83 -1.17
C -1.58 -2.29 -3.04
C -2.07 -1.65 -4.17
C -1.64 -2.02 -5.44
C -0.72 -3.05 -5.59
C -0.24 -3.71 -4.47
C -0.66 -3.32 -3.21
C -3.25 -0.35 -1.46
C -2.75 0.84 -2.00
C -3.58 1.94 -2.15
C -4.91 1.87 -1.77
C -5.41 0.69 -1.22
C -4.58 -0.41 -1.07
H -4.71 -4.59 1.97
H -5.44 -6.26 0.30
H -4.77 -6.02 -2.08
H -3.34 -4.12 -2.75
H -2.79 -0.85 -4.07
H -2.02 -1.51 -6.31
H -0.39 -3.34 -6.58
H 0.47 -4.52 -4.58
H -0.27 -3.84 -2.33
H -1.71 0.91 -2.28
H -3.18 2.86 -2.56
H -5.56 2.73 -1.88
H -6.44 0.63 -0.90
H -4.97 -1.32 -0.63
```

Orbital gap   6.8126 eV
Charge   -1
HOMO energy   -4.457 eV

Here are the Löwdin charges for atoms 1 to 5, given in e: 1.098, 0.067, -0.455, -0.052, -0.468

***

entry x wins, 1.245 eV ahead of the next structure.